ORCA calculation (ωB97M-V/def2-TZVPD) on C22H48N2O9S2 as an isolated structure in a non-equilibrium geometry.

Geometry as XYZ:
```
83
Properties=species:S:1:pos:R:3:mulliken_charge:R:1
O -3.4956 1.2606 3.0987 -0.5081
S -4.3423 0.6277 2.1674 1.2557
O -4.7625 -0.7102 2.3988 -0.6371
O -5.6482 1.4848 1.8514 -0.3681
C -5.8190 1.5225 0.4050 -0.5385
C -4.8426 0.5125 -0.1609 0.3423
C -4.6058 0.7996 -1.6383 -1.0520
C -3.2676 1.4861 -1.9153 0.0213
S -3.1682 1.9798 -3.6561 -0.1706
C -3.4186 3.6902 -3.5817 0.5446
N -4.0352 4.3279 -4.5216 -0.3229
N -3.9671 5.6759 -4.1672 -0.3836
C -3.3403 5.7133 -3.0453 -0.0124
O -2.9543 4.5015 -2.6070 -0.2416
O -3.7137 0.7246 0.6990 -0.3218
H -5.4360 2.5015 0.1298 0.3563
H -6.8534 1.3853 0.1342 0.3120
H -5.2177 -0.4993 -0.0674 0.3451
H -5.3978 1.4233 -2.0407 0.3838
H -4.6188 -0.1310 -2.1935 0.4264
H -2.4707 0.7646 -1.7878 -0.3837
H -3.0821 2.3202 -1.2512 0.4866
H -3.1415 6.6211 -2.5131 0.4298
C 0.5267 3.6584 6.0403 -1.1185
C 1.0281 2.2251 6.1066 0.0615
O 0.3169 1.4021 7.0081 -0.4553
C -1.0661 1.2441 6.7364 -0.4940
C -1.3632 0.6411 5.3752 -0.7800
H 0.5620 4.1200 7.0278 0.3009
H 1.1484 4.2410 5.3592 0.4142
H -0.5017 3.7162 5.6819 0.2444
H 2.0599 2.2245 6.4604 0.3571
H 1.0384 1.7733 5.1074 -0.0033
H -1.5911 2.1989 6.8554 0.3033
H -1.4381 0.5844 7.5199 0.3513
H -1.0156 1.2761 4.5603 0.1922
H -2.4342 0.5028 5.2487 0.3499
H -0.8721 -0.3287 5.2762 0.2938
C 3.3515 0.4135 3.1726 -0.8247
C 4.0939 0.5991 1.8609 -0.4124
O 3.4617 1.4915 0.9619 -0.4268
C 3.2773 2.8156 1.4258 -0.1481
C 4.5659 3.5353 1.7860 -1.0640
H 2.3348 0.0638 2.9880 0.2243
H 3.8648 -0.3181 3.7968 0.4585
H 3.2840 1.3436 3.7387 0.1272
H 4.1441 -0.3526 1.3318 0.3395
H 5.1288 0.9092 2.0468 0.2875
H 2.5799 2.8317 2.2719 0.1533
H 2.7855 3.3387 0.6059 0.3333
H 5.0896 3.0520 2.6114 0.2621
H 4.3487 4.5609 2.0856 0.3956
H 5.2415 3.5584 0.9300 0.3007
C -0.4939 -1.7002 -0.6852 -0.8544
C -1.7428 -2.5377 -0.9043 -0.3142
O -2.2523 -2.4864 -2.2261 -0.4086
C -1.3769 -2.9337 -3.2486 -0.3437
C -0.9288 -4.3754 -3.0983 -0.9914
H -0.6802 -0.6560 -0.9422 0.1509
H -0.1891 -1.7504 0.3600 0.3901
H 0.3435 -2.0468 -1.2920 0.2262
H -2.5480 -2.1617 -0.2714 0.2287
H -1.5655 -3.5754 -0.6020 0.3839
H -0.5082 -2.2698 -3.3241 0.2749
H -1.9387 -2.8206 -4.1759 0.3635
H -0.3521 -4.5323 -2.1865 0.2307
H -0.2959 -4.6576 -3.9395 0.3539
H -1.7908 -5.0436 -3.0670 0.3263
C 3.6743 -4.0816 -6.3759 -1.1098
C 3.1047 -3.3877 -5.1503 -0.2675
O 2.8448 -4.2547 -4.0621 -0.3858
C 3.9582 -4.9579 -3.5423 -0.3534
C 5.0686 -4.0636 -3.0177 -1.0420
H 3.0028 -4.8718 -6.7133 0.2989
H 3.8028 -3.3629 -7.1854 0.3973
H 4.6470 -4.5330 -6.1766 0.2699
H 2.1397 -2.9457 -5.4000 0.2980
H 3.7564 -2.5637 -4.8380 0.3121
H 4.3497 -5.6600 -4.2871 0.3004
H 3.5593 -5.5589 -2.7254 0.3440
H 5.5066 -3.4478 -3.8039 0.2657
H 5.8657 -4.6718 -2.5896 0.3941
H 4.6871 -3.3957 -2.2445 0.2741
```

- E: -2449.9600 Eh
- Maximum force: 0.0271 hartree/bohr
- LUMO level: 0.011 Eh
- HOMO-LUMO gap: 9.7 eV
- HOMO: -9.360 eV



ORCA calculation (ωB97M-V/def2-TZVPD) on a 9-piece molecular cluster, C22H49Cl12N5O7 overall in a non-equilibrium geometry.

Geometry as XYZ:
```
95
Properties=species:S:1:pos:R:3:mulliken_charge:R:1
C 1.6235 5.0127 -1.8286 -0.8036
O 0.3554 4.9251 -2.4794 -0.2609
C -0.5810 4.0039 -1.9284 -0.7140
C -1.5736 3.7271 -3.0471 -0.4783
N -2.3835 4.8916 -3.3397 -0.3656
C -3.1627 4.7713 -4.5215 -0.8964
C -2.3554 5.0613 -5.7965 -0.3949
O -2.0440 6.4449 -5.8548 -0.3001
C -1.4018 6.9118 -6.9802 -0.7414
H 2.2548 5.7761 -2.2832 0.2359
H 2.2024 4.0900 -1.8705 0.3075
H 1.4905 5.2366 -0.7702 0.3066
H -1.1145 4.5644 -1.1608 0.3129
H -0.1167 3.1190 -1.4930 0.4770
H -2.1704 2.8456 -2.8132 0.4645
H -0.8750 3.5284 -3.8599 0.2038
H -1.6731 5.5824 -3.5352 0.3283
H -4.0276 5.4323 -4.4658 0.3365
H -3.7108 3.8294 -4.5002 0.4176
H -3.0011 4.6638 -6.5795 0.4239
H -1.4595 4.4409 -5.8233 0.3110
H -2.1102 6.9159 -7.8085 0.2904
H -0.5013 6.3535 -7.2361 0.3005
H -1.1878 7.9467 -6.7133 0.2392
C 12.1025 0.7363 4.0243 -0.7392
O 10.9832 0.7863 4.8305 -0.2612
C 10.9945 1.7012 5.9646 -0.7484
C 9.5852 1.6132 6.5505 -0.4373
N 8.6119 2.1457 5.5194 -0.4136
C 7.2579 1.6165 5.6581 -0.9715
C 7.1163 0.1165 5.2362 -0.4500
O 7.3426 -0.1417 3.8553 -0.3235
C 7.3616 -1.5092 3.6072 -0.7742
H 12.2506 1.6660 3.4749 0.3110
H 11.9580 -0.0474 3.2806 0.2148
H 12.9493 0.6596 4.7062 0.2805
H 11.1109 2.7471 5.6807 0.3347
H 11.8098 1.4479 6.6423 0.4977
H 9.4817 2.1566 7.4897 0.4571
H 9.4968 0.5479 6.7635 0.1949
H 9.0410 1.7380 4.7011 0.3509
H 6.5859 2.2347 5.0629 0.3478
H 6.6916 1.7271 6.5828 0.4137
H 6.1125 -0.2170 5.4992 0.5034
H 7.7679 -0.4657 5.8879 0.3163
H 6.4579 -1.9034 4.0721 0.3286
H 8.1324 -2.1324 4.0605 0.3084
H 7.3911 -1.7442 2.5432 0.2590
Cl 0.9928 0.0159 -8.0384 -0.1012
C -0.0397 -1.3343 -8.5093 0.0688
Cl 0.7623 -2.4745 -9.6529 -0.1172
Cl -1.5653 -0.7837 -9.3340 -0.1348
H -0.3955 -1.8376 -7.6103 0.2838
Cl -0.2469 2.9171 6.1428 -0.1180
C -0.8075 1.5751 7.1736 0.0397
Cl 0.4897 1.0921 8.3048 -0.1160
Cl -1.1705 0.1910 6.1346 -0.1072
H -1.6871 1.9233 7.7150 0.3011
Cl -2.4654 -7.6980 -7.8686 -0.1277
C -1.8543 -7.5290 -6.1241 0.0362
Cl -0.1210 -7.3152 -6.2589 -0.0909
Cl -2.1279 -9.0384 -5.0512 -0.1319
H -2.3581 -6.6673 -5.6862 0.3144
Cl -0.9367 -8.4157 1.8736 -0.1014
C -1.7356 -7.8997 3.3574 0.0721
Cl -3.4261 -7.4405 3.1252 -0.1081
Cl -0.7271 -6.7513 4.2901 -0.1302
H -1.7413 -8.7247 4.0697 0.2664
C 0.7515 -2.7987 -0.2941 -0.8625
C -0.7158 -2.7850 -0.7656 0.6441
N -1.5887 -2.5263 0.1398 -0.3427
O -1.0395 -3.0453 -1.9140 -0.6696
H 1.1716 -1.8461 -0.6169 0.2316
H 1.2286 -3.6753 -0.7325 0.2594
H 0.7926 -2.8942 0.7909 0.3149
H -2.5422 -2.4987 -0.1923 0.2335
H -1.3309 -2.2502 1.0765 0.1926
C -10.3070 -1.5791 3.3960 -0.8635
C -10.7285 -3.0122 2.9704 0.6169
N -9.8859 -3.7747 2.2924 -0.3626
O -11.8186 -3.4204 3.3917 -0.6372
H -10.8557 -0.8138 2.8470 0.2469
H -9.2428 -1.4435 3.2034 0.2937
H -10.5666 -1.3382 4.4269 0.2651
H -10.1735 -4.7396 2.2121 0.2344
H -9.0283 -3.4212 1.8928 0.2076
C -9.2432 -0.9187 -2.7053 -0.8886
C -7.7805 -1.4112 -2.6862 0.6518
N -7.0505 -1.5717 -3.7918 -0.4131
O -7.3298 -1.7978 -1.6283 -0.6290
H -9.4837 -0.4489 -3.6590 0.3126
H -9.5356 -0.2168 -1.9243 0.2633
H -9.9187 -1.7673 -2.5978 0.2437
H -7.4112 -1.1990 -4.6584 0.2093
H -6.2757 -2.1647 -3.5309 0.2489
```

- E: -7190.2487 Eh
- Structure (SMILES): COCCNCCOC.COCCNCCOC.ClC(Cl)Cl.ClC(Cl)Cl.ClC(Cl)Cl.ClC(Cl)Cl.CC(N)=O.CC(N)=O.CC(N)=O
- Maximum force: 0.0780 hartree/bohr
- LUMO level: -0.001 Eh
- HOMO-LUMO gap: 8.6 eV
- Energy relative to the best compared isomer or geometry (same formula, charge and spin): 288.98 kJ/mol
- HOMO: -8.672 eV



ORCA calculation (ωB97M-V/def2-TZVPD) on C22H49GaN2OP3Se as an isolated structure in a non-equilibrium geometry.

Geometry as XYZ:
```
79
Properties=species:S:1:pos:R:3:mulliken_charge:R:1
Ga -0.1251 0.5991 0.1000 0.6471
P -1.4415 2.2584 1.4576 0.6393
P -1.1384 0.4142 -2.1493 0.5978
P 1.4182 2.5003 -0.8020 0.5293
H 1.6251 -1.5061 0.4125 0.5715
C 1.8367 -0.4310 0.4911 -0.5460
C 1.5286 0.2617 1.6811 -0.6654
H 1.1270 -0.2776 2.5406 0.2104
C -2.5491 1.6092 2.7576 -1.0994
C -2.5639 3.3362 0.4823 -1.2058
C -0.3872 3.3479 2.4733 -1.0906
C -0.2261 -0.6570 -3.2962 -1.3591
C -2.7909 -0.3287 -2.1801 -1.2922
C -1.4622 1.9832 -3.0448 -1.3020
C 2.8378 2.9398 0.2644 -1.3412
C 0.6472 4.1210 -1.1573 -1.2234
C 2.2292 1.9661 -2.3589 -1.1270
H 2.6605 -0.1066 -0.1563 0.5586
H 2.0312 1.1952 1.9476 0.2847
H -1.9822 0.9487 3.4282 0.3135
H -3.4001 1.0486 2.3505 0.2263
H -2.9384 2.4498 3.3510 0.6348
H -3.3048 2.7288 -0.0628 0.3193
H -2.0053 3.9505 -0.2388 0.2993
H -3.0966 3.9976 1.1849 0.5454
H 0.2115 2.7228 3.1499 0.3492
H -1.0559 3.9843 3.0746 0.5688
H 0.2811 3.9808 1.8762 0.2915
H -0.8015 -0.7336 -4.2323 0.4784
H -0.1300 -1.6581 -2.8564 0.4823
H 0.7769 -0.2723 -3.5162 0.3201
H -3.1165 -0.4907 -3.2189 0.7001
H -3.5041 0.3416 -1.6902 0.3575
H -2.7632 -1.2897 -1.6549 0.3304
H -2.0376 1.7285 -3.9497 0.5632
H -0.5371 2.4937 -3.3401 0.3909
H -2.0704 2.6500 -2.4142 0.3187
H 3.4408 3.7047 -0.2509 0.5317
H 3.4660 2.0620 0.4587 0.3932
H 2.4884 3.3502 1.2216 0.3035
H 1.4039 4.7512 -1.6486 0.5488
H 0.3270 4.6105 -0.2273 0.3817
H -0.2177 4.0146 -1.8235 0.2854
H 2.9803 2.7294 -2.6183 0.5446
H 1.5140 1.8727 -3.1876 0.2953
H 2.7361 0.9991 -2.2187 0.2807
C 4.4972 -3.0914 -2.7008 0.3516
C 4.5620 -2.8689 -1.3142 0.3200
C 5.6969 -3.2294 -0.5859 -0.5164
C 6.7849 -3.8405 -1.2292 -0.5226
C 6.7239 -4.0836 -2.6122 -0.5753
C 5.5894 -3.7154 -3.3422 -0.4691
Se 2.9784 -2.5491 -3.6974 0.1276
H 2.2304 -2.0570 -2.4815 -0.1431
H 3.7150 -2.4069 -0.8092 -0.0590
H 5.7353 -3.0337 0.4936 0.3303
H 7.6707 -4.1246 -0.6548 0.3831
H 7.5713 -4.5626 -3.1152 0.3791
H 5.5469 -3.9067 -4.4130 0.3476
C -0.5845 -2.2026 2.9257 -0.7628
N -2.0173 -2.2401 2.7346 0.0996
C -2.7813 -2.7953 3.8430 -0.9399
C -2.5166 -1.5653 1.6744 0.0447
O -1.7113 -1.1086 0.7900 -0.3817
N -3.8668 -1.3092 1.6060 0.4851
C -4.9023 -2.1292 2.2134 -1.2873
C -4.3474 -0.3438 0.6299 -1.1942
H -0.3247 -2.9783 3.6547 0.3733
H -0.2649 -1.2377 3.3545 0.2425
H -0.0589 -2.3935 1.9906 0.2098
H -3.3551 -2.0338 4.3934 0.3213
H -3.4176 -3.6232 3.4874 0.3541
H -2.0420 -3.2248 4.5270 0.3292
H -5.8413 -1.9056 1.6964 0.4563
H -4.6865 -3.2015 2.0802 0.3770
H -5.0615 -1.8709 3.2739 0.3820
H -5.2341 0.1614 1.0362 0.5677
H -3.5720 0.4104 0.4446 -0.0139
H -4.6379 -0.8396 -0.3032 0.5420
```

- E: -6401.7253 Eh
- Maximum force: 0.0521 hartree/bohr
- LUMO level: -0.392 Eh
- HOMO-LUMO gap: 3.6 eV
- Net charge: +3
- HOMO: -14.241 eV



ORCA calculation (ωB97M-V/def2-TZVPD) on C22H49InNO9 as an isolated structure.

Geometry as XYZ:
```
82
Properties=species:S:1:pos:R:3:mulliken_charge:R:1
C -3.2934 1.5664 2.1989 -0.6392
C -3.2434 2.3705 0.9003 -0.4277
O -2.0559 2.1493 0.1912 -0.3190
C -1.0001 3.0824 0.4346 -0.7685
In 0.8711 2.6112 -0.6793 0.8912
C 2.2817 4.2415 -0.0875 -0.9150
C 2.0194 4.9041 1.2823 -0.2164
C 1.5524 6.3572 1.1769 -0.9667
N 0.1953 6.5464 0.6568 -0.6690
H -3.0858 0.5113 2.0065 -0.1899
H -2.5307 1.9371 2.8923 0.3466
H -4.2686 1.6578 2.6908 0.3498
H -4.0793 2.0854 0.2448 0.3101
H -3.3592 3.4447 1.1254 0.3838
H -1.3539 4.0907 0.1443 0.2464
H -0.7929 3.1253 1.5205 0.2199
H 0.5316 2.7166 -2.4267 -0.4426
H 1.5429 1.0099 -0.3075 -0.5394
H 3.3131 3.8739 -0.1328 0.1909
H 2.1904 5.0057 -0.8739 0.3739
H 1.2522 4.3603 1.8561 0.0943
H 2.9188 4.8894 1.9161 0.3663
H 1.6078 6.8484 2.1564 0.3710
H 2.2380 6.9014 0.5126 0.3847
H 0.1032 6.0668 -0.2320 0.3043
H -0.4702 6.1086 1.2844 0.2955
O -8.4094 -1.1215 0.5257 -0.5960
C -7.4366 -1.3233 -0.1514 0.7431
O -6.3487 -1.8576 0.4262 -0.3780
C -5.2033 -2.2861 -0.3382 -0.5352
C -4.2574 -1.1654 -0.6927 -0.4297
C -7.3989 -0.9415 -1.6152 -0.9122
H -5.5402 -2.8352 -1.2202 0.3883
H -4.7156 -3.0032 0.3196 0.2900
H -4.7211 -0.4257 -1.3458 0.3185
H -3.3816 -1.5693 -1.2009 0.3160
H -3.9016 -0.6567 0.2019 -0.0890
H -7.1227 0.1121 -1.6751 0.2339
H -8.4045 -1.0534 -2.0107 0.3055
H -6.6958 -1.5093 -2.2159 0.3367
O -1.2902 -1.1852 0.9211 -0.4308
C -1.1182 -1.9088 1.8545 0.7169
O -2.0458 -1.9137 2.8548 -0.3757
C -1.9663 -2.8267 3.9481 -0.4376
C -1.0551 -2.3252 5.0499 -1.0433
C 0.1368 -2.7397 1.9638 -0.7797
H -1.6714 -3.8186 3.6024 0.3833
H -2.9926 -2.9003 4.3071 0.3793
H -0.0257 -2.2340 4.7036 0.2748
H -1.0734 -3.0147 5.8957 0.3861
H -1.3893 -1.3454 5.3903 0.2979
H 0.9119 -2.0809 2.3589 0.3061
H 0.4012 -3.0030 0.9448 -0.0985
H 0.0827 -3.6428 2.5629 0.3551
O -0.3250 -5.1084 -0.5269 -0.5626
C 0.6603 -4.8689 -1.1695 0.8441
O 1.8597 -4.9893 -0.5668 -0.3566
C 3.0789 -4.6083 -1.2279 -0.5762
C 3.2753 -3.1146 -1.1230 -0.4130
C 0.5686 -4.3077 -2.5695 -1.0823
H 3.0854 -4.9541 -2.2614 0.3091
H 3.8558 -5.1562 -0.6972 0.3341
H 2.4716 -2.5808 -1.6307 0.2387
H 4.2118 -2.7772 -1.5612 0.1753
H 3.2583 -2.8159 -0.0744 0.2064
H 0.4083 -3.2322 -2.4781 0.2829
H -0.3111 -4.7392 -3.0384 0.3312
H 1.4409 -4.4743 -3.1928 0.3363
O 5.8831 -1.6956 -2.8531 -0.6026
C 5.8894 -0.5198 -2.5999 0.9021
O 4.8901 -0.0516 -1.8328 -0.3587
C 4.8009 1.3080 -1.3742 -0.2356
C 4.1540 2.2130 -2.3978 -0.7537
C 6.9260 0.4253 -3.1591 -1.2111
H 5.7829 1.6698 -1.0657 0.2684
H 4.1829 1.2384 -0.4815 0.2732
H 4.7512 2.2838 -3.3086 0.3370
H 4.0387 3.2151 -1.9845 0.2148
H 3.1668 1.8339 -2.6581 0.1729
H 6.6004 0.7218 -4.1571 0.2819
H 7.8572 -0.1256 -3.2564 0.3439
H 7.0858 1.3228 -2.5703 0.3391
```

- E: -1789.6491 Eh
- Maximum force: 0.0150 hartree/bohr
- LUMO level: 0.090 Eh
- HOMO-LUMO gap: 7.1 eV
- Net charge: -1
- Energy relative to the best compared isomer or geometry (same formula, charge and spin): 0.00 kJ/mol
- HOMO: -4.652 eV